1.
This record from OMol25 describes a cluster of 3 separate species, C2H11NO3 in total in a non-equilibrium geometry. The level of theory is ωB97M-V/def2-TZVPD.

The geometry in XYZ format:
```
17
Properties=species:S:1:pos:R:3:mulliken_charge:R:1
C -1.98 -0.10 -0.76 -0.89
N -0.63 -0.18 -1.18 -0.23
C 0.32 -1.28 -0.82 -0.44
O 0.82 -1.05 0.54 -0.58
H -2.37 -1.13 -0.89 0.26
H -2.49 0.54 -1.44 0.39
H -2.21 -0.02 0.29 0.28
H -0.32 0.74 -1.48 0.20
H -0.37 -2.24 -0.92 0.21
H 1.26 -1.10 -1.39 0.39
H 0.24 -0.40 1.09 0.35
H 2.25 -0.23 0.48 0.50
H 2.19 0.92 -0.45 0.26
O 2.90 0.49 0.14 -0.69
H -0.08 2.05 1.59 0.30
H 0.34 1.68 3.02 0.28
O 0.14 1.30 2.16 -0.59
```

Output
Kohn-Sham gap	9.31	eV
LUMO energy	0.4	eV
charge	0
SMILES	CNCO.O.O
E	-363.208971	Eh
energy above the lowest of the compared OMol25 structures with the same formula, charge and spin	41.06	kcal/mol

***

2.
This record from OMol25 describes a cluster of 4 separate species, C2H11NO4 in total in a non-equilibrium geometry. The level of theory is ωB97M-V/def2-TZVPD.

The geometry in XYZ format:
```
18
Properties=species:S:1:pos:R:3:mulliken_charge:R:1
C -0.16 1.62 0.41 -0.01
N 0.70 0.71 -0.15 -0.07
C 2.01 1.17 -0.53 -0.97
O -1.26 1.27 0.82 -0.62
H 0.32 2.56 0.61 0.31
H 0.34 0.02 -0.80 0.37
H 2.43 2.00 0.10 0.33
H 2.28 1.28 -1.55 0.33
H 2.78 0.47 -0.19 0.33
H -2.03 -0.27 -1.08 0.34
H -1.66 -1.70 -1.57 0.31
O -1.38 -0.78 -1.56 -0.69
H -3.28 -0.93 1.28 0.30
H -1.82 -0.49 1.16 0.40
O -2.43 -1.22 0.92 -0.65
H 2.62 -2.44 0.93 0.32
H 1.85 -1.31 0.23 0.33
O 2.64 -1.84 0.18 -0.65
```

Output
Kohn-Sham gap	10.90	eV
LUMO energy	0.7	eV
charge	0
SMILES	CNC=O.O.O.O
E	-438.507693	Eh
energy above the lowest of the compared OMol25 structures with the same formula, charge and spin	31.25	kcal/mol

***

3.
This record from OMol25 describes a structure of composition C2H11NO5 in a non-equilibrium geometry. The level of theory is ωB97M-V/def2-TZVPD.

The geometry in XYZ format:
```
19
Properties=species:S:1:pos:R:3:mulliken_charge:R:1
C -3.37 1.58 -1.05 -0.74
N -2.43 1.73 0.09 -0.21
C -1.86 0.42 0.53 0.48
O -1.65 -0.42 -0.41 -0.43
O -0.76 0.67 1.36 -0.39
H -3.53 2.53 -1.52 0.28
H -4.31 1.11 -0.73 0.30
H -2.90 0.81 -1.64 0.36
H -2.78 2.24 0.90 0.28
H -2.63 0.07 1.26 0.29
H 2.38 -0.39 0.76 0.32
H -0.05 0.12 0.95 0.49
O 1.45 -0.56 0.50 -0.72
H 4.97 -0.94 0.55 0.26
H 3.72 -1.39 -0.49 0.42
O 4.14 -0.61 0.18 -0.77
H 1.64 -1.25 -0.14 0.36
H 3.41 -2.91 -1.52 0.24
O 2.91 -2.16 -1.18 -0.82
```

Output
Kohn-Sham gap	2.49	eV
LUMO energy	-5.8	eV
charge	0
E	-513.463373	Eh
energy above the lowest of the compared OMol25 structures with the same formula, charge and spin	203.56	kcal/mol

***

> energy above the lowest of the compared OMol25 structures with the same formula, charge and spin of number 1 (C2H11NO3)?

41.06 kcal/mol